No. 1
{
  "formula": "ClH8O6V",
  "method": "ωB97M-V/def2-TZVPD",
  "elements": ["O", "V", "O", "Cl", "O", "H", "H", "O", "H", "H", "O", "H", "H", "O", "H", "H"],
  "xyz": [[-3.7335, -0.2705, 1.9793], [-2.2304, -0.7184, 2.3363], [-2.1295, -2.2773, 2.0243], [-0.8851, 0.0401, 0.2419], [2.2547, 0.0470, -0.8743], [1.4445, -0.2795, -0.4827], [1.9657, 0.6846, -1.5272], [0.8892, 2.7135, 1.4322], [0.6430, 1.8749, 1.0417], [0.4035, 3.3654, 0.9268], [-1.0071, 0.3739, -2.9673], [-1.1461, 0.2137, -2.0339], [-0.2884, 1.0053, -2.9981], [1.3028, -2.5627, 0.5423], [2.0022, -1.9809, 0.2445], [0.5144, -2.2290, 0.1141]],
  "lumo_energy_ev": [2.7, 2.6],
  "total_charge": -1,
  "energy_ev": -50627.943,
  "s_squared": 0.7615,
  "molar_mass_g_mol": 190.46,
  "homo_lumo_gap_ev": [7.37, 8.79],
  "multiplicity": 2
}

***

No. 2
{
  "formula": "ClHN2O2",
  "method": "ωB97M-V/def2-TZVPD",
  "elements": ["N", "N", "O", "O", "Cl", "H"],
  "xyz": [[-1.2928, 1.7971, -2.8463], [-1.2687, 2.9940, -0.9090], [-0.4776, 2.2564, -3.7229], [-0.9126, 2.2142, -0.0462], [4.8201, -10.2326, 9.8812], [-0.8684, 0.9709, -2.3568]],
  "lumo_energy_ev": [6.3, 6.3],
  "total_charge": -2,
  "energy_ev": -19610.643,
  "de_lowest_kcal_mol": 0.0,
  "s_squared": 2.0418,
  "molar_mass_g_mol": 96.47,
  "homo_lumo_gap_ev": [7.05, 8.29],
  "multiplicity": 3
}

***

No. 3
{
  "formula": "ClHNO2P",
  "method": "ωB97M-V/def2-TZVPD",
  "elements": ["O", "N", "O", "P", "Cl", "H"],
  "xyz": [[-0.7970, -1.6029, -0.3806], [0.0555, -0.8077, -0.1069], [1.4462, -1.0519, -0.1723], [-0.2246, 0.6663, 0.8096], [-1.5418, 1.7607, -0.3444], [1.0616, 1.0355, 0.1947]],
  "lumo_energy_ev": -1.4,
  "energy_ev": -27408.798,
  "smiles": "O=[N+]([O-])PCl",
  "de_lowest_kcal_mol": 37.3,
  "molar_mass_g_mol": 113.44,
  "homo_lumo_gap_ev": 9.21,
  "multiplicity": 1
}

***

No. 4
{
  "formula": "ClHO3S",
  "method": "ωB97M-V/def2-TZVPD",
  "elements": ["O", "S", "O", "O", "Cl", "H"],
  "xyz": [[2.1034, 1.3859, 0.5656], [1.2408, 0.6077, -0.3534], [1.7307, 0.1745, -1.6646], [0.4086, -0.1692, 0.4711], [-2.0854, -0.8247, 0.5398], [-3.3981, -1.1741, 0.4415]],
  "lumo_energy_ev": -2.9,
  "energy_ev": -29513.911,
  "smiles": "O=S(=O)=O.Cl",
  "de_lowest_kcal_mol": 29.7,
  "molar_mass_g_mol": 116.52,
  "homo_lumo_gap_ev": 8.70,
  "multiplicity": 1
}